# 1
Below is C27H68Li2N4O3 as an isolated structure at a distorted geometry, with properties calculated with wB97M-V/def2-TZVPD.

Values from the calculation:
relative energy (zero: lowest compared OMol25 entry of this formula, charge and spin)	234.6	kcal per mole
orbital gap	0.222	Ha
DFT total energy	-41608.1527	eV
E_HOMO	-6.596	eV
LUMO energy	-0.55	eV

```
! wB97M-V def2-TZVPD RIJCOSX def2/J DEFGRID3
* xyz 0 1
Li -1.466 1.320 4.100
Li -0.809 -3.119 3.263
O -1.629 -1.383 6.158
H -1.250 -1.490 7.052
O -0.871 -0.305 1.055
H -0.575 -0.029 0.166
C -0.207 7.390 3.887
C -0.413 5.874 3.653
N -1.651 5.335 4.302
C -2.904 5.747 3.624
C -3.044 5.184 2.174
C -1.633 5.655 5.737
C -0.475 5.136 6.593
H 0.072 7.546 4.929
H -1.171 7.843 3.654
H 0.570 7.807 3.246
H -0.504 5.678 2.584
H 0.424 5.308 4.062
H -3.792 5.357 4.121
H -3.023 6.829 3.575
H -4.000 5.445 1.721
H -2.233 5.473 1.504
H -2.996 4.095 2.154
H -2.605 5.374 6.143
H -1.620 6.738 5.859
H 0.484 5.507 6.231
H -0.389 4.049 6.583
H -0.591 5.431 7.636
C -1.995 -3.430 -7.609
C -2.436 -2.073 -8.151
N -3.766 -1.655 -7.612
C -4.353 -0.554 -8.425
C -5.888 -0.348 -8.211
C -3.922 -1.427 -6.166
C -3.050 -0.380 -5.529
H -1.911 -3.439 -6.523
H -1.010 -3.534 -8.065
H -2.712 -4.167 -7.973
H -1.769 -1.288 -7.794
H -2.326 -2.023 -9.234
H -3.808 0.326 -8.084
H -4.084 -0.760 -9.461
H -6.269 0.196 -9.076
H -6.463 -1.273 -8.232
H -6.150 0.195 -7.303
H -3.758 -2.373 -5.650
H -4.978 -1.183 -6.047
H -3.206 0.590 -6.001
H -1.984 -0.592 -5.612
H -3.287 -0.316 -4.467
C 4.107 3.223 -1.732
C 5.386 2.537 -0.974
N 6.609 2.504 -1.815
C 7.007 3.873 -2.171
C 7.616 4.737 -1.003
C 7.627 1.678 -1.138
C 8.753 1.293 -2.088
H 4.206 4.302 -1.857
H 3.241 2.972 -1.119
H 4.013 2.855 -2.754
H 5.574 2.991 -0.001
H 5.126 1.490 -0.821
H 6.212 4.375 -2.722
H 7.759 3.804 -2.957
H 8.478 4.251 -0.545
H 6.881 4.919 -0.219
H 7.953 5.682 -1.430
H 8.005 2.153 -0.232
H 7.135 0.777 -0.771
H 8.472 0.710 -2.966
H 9.326 2.159 -2.418
H 9.487 0.655 -1.597
C 0.478 -5.622 0.106
C 0.990 -6.415 1.321
N 1.482 -5.609 2.476
C 2.698 -4.870 2.070
C 3.067 -3.734 2.975
C 1.770 -6.415 3.667
C 0.537 -6.828 4.381
H -0.059 -6.322 -0.534
H 1.286 -5.121 -0.427
H -0.238 -4.911 0.520
H 0.120 -6.985 1.645
H 1.748 -7.153 1.057
H 3.488 -5.595 1.879
H 2.549 -4.458 1.072
H 2.321 -2.943 3.047
H 3.184 -4.006 4.024
H 3.951 -3.191 2.643
H 2.393 -5.899 4.397
H 2.452 -7.208 3.362
H 0.718 -7.730 4.964
H -0.338 -7.182 3.836
H 0.123 -5.969 4.910
C -6.168 -2.612 1.638
C -6.048 -3.699 2.664
O -5.048 -4.340 2.831
C -7.324 -4.078 3.407
H -6.072 -1.697 2.222
H -7.162 -2.623 1.190
H -5.416 -2.592 0.850
H -7.181 -4.829 4.183
H -7.992 -4.377 2.599
H -7.857 -3.217 3.811
*
```

These are the Löwdin partial charges, in e, on atoms 1 to 4: atom 1 (Li): 0.802, atom 2 (Li): 0.783, atom 3 (O): -0.663, atom 4 (H): -0.181

# 2
Below is C27H69N4Na3O10 as an isolated structure at a distorted geometry, with properties calculated with wB97M-V/def2-TZVPD.

Values from the calculation:
orbital gap	0.137	Ha
DFT total energy	-68780.3366	eV
E_HOMO	-10.744	eV
LUMO energy	-7.01	eV

```
! wB97M-V def2-TZVPD RIJCOSX def2/J DEFGRID3
* xyz 2 1
Na -0.124 4.161 4.733
Na -3.818 0.818 3.880
Na -2.107 4.231 0.095
C 1.321 0.447 1.481
C -0.184 0.457 1.809
O -0.740 1.700 2.147
H 1.600 1.246 0.794
H 1.558 -0.478 0.955
H 1.959 0.541 2.360
H -0.366 -0.235 2.631
H -0.711 0.066 0.939
C 0.557 -5.062 0.640
O 0.175 -5.805 -0.510
H -0.179 -5.203 1.431
H 1.474 -5.456 1.080
H 0.705 -4.012 0.384
H 0.953 -5.710 -1.064
C -5.882 2.852 0.748
O -5.052 1.696 0.984
C -5.749 0.431 0.837
C -6.855 0.190 1.904
N -6.427 -0.348 3.213
C -6.109 -1.744 3.062
C -5.372 -2.195 4.343
O -4.014 -1.740 4.211
C -3.152 -2.020 5.309
H -6.723 2.567 0.115
H -5.306 3.620 0.233
H -6.292 3.280 1.663
H -4.910 -0.257 0.943
H -6.077 0.345 -0.199
H -7.579 -0.510 1.486
H -7.432 1.081 2.151
H -7.123 -0.220 3.934
H -5.390 -1.851 2.249
H -6.979 -2.356 2.825
H -5.380 -3.278 4.215
H -5.880 -1.887 5.257
H -2.814 -3.055 5.276
H -3.803 -2.044 6.183
H -2.340 -1.320 5.507
C 4.847 3.680 10.633
O 4.135 2.724 9.731
C 5.136 2.010 8.964
C 4.404 1.258 7.838
N 3.199 0.503 8.406
C 2.846 -0.576 7.456
C 2.292 -1.820 8.118
O 3.224 -2.434 9.052
C 2.710 -3.576 9.728
H 5.507 4.393 10.138
H 5.429 3.136 11.377
H 4.066 4.285 11.092
H 5.595 1.287 9.638
H 5.983 2.619 8.647
H 5.281 0.742 7.446
H 4.077 1.880 7.005
H 3.647 -0.120 9.063
H 3.758 -0.898 6.955
H 2.217 -0.281 6.616
H 2.207 -2.566 7.327
H 1.288 -1.658 8.509
H 2.118 -4.255 9.114
H 1.970 -3.370 10.501
H 3.445 -4.065 10.368
C 4.111 -1.605 -3.984
O 4.446 -2.537 -4.981
C 4.528 -1.959 -6.306
C 5.018 -2.984 -7.330
N 4.660 -2.636 -8.700
C 5.466 -1.495 -9.141
C 4.847 -1.116 -10.510
O 3.475 -0.654 -10.390
C 2.807 -0.305 -11.633
H 4.294 -2.133 -3.048
H 3.082 -1.268 -4.111
H 4.798 -0.760 -3.955
H 5.211 -1.110 -6.275
H 3.609 -1.478 -6.643
H 4.660 -3.997 -7.144
H 6.093 -3.164 -7.331
H 3.690 -2.427 -8.891
H 6.477 -1.885 -9.254
H 5.475 -0.646 -8.457
H 4.890 -2.035 -11.094
H 5.427 -0.320 -10.978
H 3.243 0.533 -12.177
H 1.773 -0.043 -11.411
H 2.770 -1.168 -12.298
C 0.582 4.784 -3.006
O -0.347 3.776 -2.886
C -0.393 2.935 -3.987
C -1.385 1.731 -3.836
N -2.757 2.081 -4.031
C -3.063 2.284 -5.445
C -4.600 2.318 -5.677
O -5.314 1.230 -5.158
C -6.767 1.299 -5.249
H 0.503 5.256 -3.985
H 1.593 4.376 -2.985
H 0.464 5.528 -2.218
H 0.609 2.518 -4.079
H -0.656 3.345 -4.962
H -1.385 1.454 -2.782
H -1.058 0.801 -4.301
H -3.339 1.303 -3.752
H -2.554 1.533 -6.050
H -2.583 3.246 -5.628
H -4.791 2.420 -6.745
H -5.019 3.248 -5.292
H -7.087 0.604 -4.473
H -7.141 0.972 -6.219
H -7.176 2.307 -5.170
*
```

These are the Löwdin partial charges, in e, on atoms 1 to 4: atom 1 (Na): 0.881, atom 2 (Na): 0.696, atom 3 (Na): 0.824, atom 4 (C): -0.104

# 3
Below is C27H70AlIO22P5 as an isolated structure at a distorted geometry, with properties calculated with wB97M-V/def2-TZVPD.

Values from the calculation:
orbital gap	0.107	Ha
DFT total energy	-135307.5764	eV
E_HOMO	-4.494	eV
LUMO energy	-1.58	eV

```
! wB97M-V def2-TZVPD RIJCOSX def2/J DEFGRID3
* xyz -1 1
C 9.406 -7.865 -0.179
C 8.439 -7.079 -1.216
C 9.443 -6.519 -2.369
C 7.691 -5.895 -0.428
Al 5.690 -6.188 -0.105
C 5.008 -8.042 -0.638
C 4.010 -8.071 -1.895
C 3.036 -9.364 -1.691
C 1.699 -8.998 -0.866
O 1.883 -7.832 -0.002
C 1.126 -6.793 -0.607
O -0.097 -6.680 -0.418
C 4.670 -4.616 -0.937
C 3.827 -3.872 0.232
C 2.945 -2.679 -0.429
I 5.305 -2.906 1.569
H 9.995 -8.677 -0.744
H 8.826 -8.377 0.660
H 10.202 -7.135 0.214
H 7.658 -7.753 -1.693
H 10.216 -7.346 -2.552
H 9.991 -5.591 -2.005
H 8.818 -6.310 -3.307
H 7.827 -4.931 -1.046
H 8.235 -5.686 0.568
H 5.470 -6.072 1.494
H 5.872 -8.762 -0.834
H 4.417 -8.480 0.251
H 3.428 -7.111 -2.067
H 4.582 -8.291 -2.872
H 2.772 -9.878 -2.670
H 3.633 -10.072 -1.009
H 1.436 -9.875 -0.176
H 0.802 -8.892 -1.580
H 1.698 -6.060 -1.272
H 4.030 -4.870 -1.846
H 5.457 -3.852 -1.294
H 3.186 -4.594 0.839
H 1.982 -2.627 0.195
H 2.706 -2.914 -1.519
H 3.450 -1.656 -0.324
C -0.812 -1.556 -4.257
O 0.077 -0.947 -3.334
P 0.147 0.757 -3.140
O 0.654 0.608 -1.715
O -1.489 0.869 -3.179
C -2.255 0.361 -2.104
O 0.209 2.476 -3.031
C 1.283 3.061 -3.762
H -0.294 -2.377 -4.755
H -1.651 -1.984 -3.704
H -1.175 -0.852 -5.008
H -1.669 -0.221 -1.387
H -3.038 -0.283 -2.515
H -2.739 1.193 -1.581
H 1.190 2.819 -4.824
H 2.242 2.697 -3.381
H 1.238 4.144 -3.642
C -7.307 5.219 1.091
O -6.287 4.383 0.562
P -6.629 2.812 -0.038
O -5.424 2.863 -0.968
O -7.980 3.359 -0.790
C -7.866 4.217 -1.911
O -7.030 1.225 -0.573
C -6.733 0.203 0.376
H -6.922 5.725 1.978
H -7.547 5.987 0.352
H -8.203 4.657 1.357
H -6.846 4.574 -2.084
H -8.512 5.084 -1.748
H -8.218 3.691 -2.804
H -7.296 0.373 1.298
H -5.661 0.189 0.593
H -7.027 -0.760 -0.043
C -3.494 7.462 5.654
O -4.858 7.632 5.295
P -5.420 9.069 4.544
O -6.584 8.349 3.882
O -4.106 9.122 3.563
C -3.965 8.176 2.520
O -5.898 10.599 3.915
C -6.480 11.466 4.886
H -3.446 6.975 6.630
H -3.023 6.794 4.929
H -2.958 8.410 5.697
H -4.702 7.368 2.563
H -2.965 7.738 2.586
H -4.051 8.689 1.557
H -5.763 11.668 5.686
H -7.384 11.013 5.303
H -6.741 12.408 4.402
C -6.944 10.281 -4.478
O -7.416 9.026 -4.009
P -8.010 7.828 -5.084
O -7.664 6.699 -4.127
O -6.793 8.113 -6.146
C -5.473 7.718 -5.827
O -8.705 6.753 -6.237
C -10.129 6.797 -6.284
H -7.291 11.062 -3.799
H -5.852 10.278 -4.446
H -7.291 10.501 -5.488
H -5.358 7.382 -4.792
H -4.809 8.572 -5.991
H -5.167 6.912 -6.502
H -10.464 7.802 -6.555
H -10.548 6.515 -5.314
H -10.476 6.095 -7.043
C 7.369 -2.698 6.798
O 8.244 -3.614 6.158
P 8.197 -5.296 6.502
O 8.764 -5.660 5.139
O 6.558 -5.305 6.501
C 5.845 -5.149 5.284
O 8.170 -6.939 7.023
C 9.191 -7.262 7.963
H 7.929 -1.794 7.048
H 6.583 -2.415 6.094
H 6.931 -3.113 7.707
H 6.481 -4.872 4.437
H 5.095 -4.365 5.424
H 5.325 -6.083 5.050
H 9.082 -6.647 8.861
H 10.178 -7.099 7.519
H 9.091 -8.312 8.241
*
```

These are the Löwdin partial charges, in e, on atoms 1 to 4: atom 1 (C): -0.130, atom 2 (C): -0.460, atom 3 (C): -0.129, atom 4 (C): -0.260

# 4
Below is a 8-piece molecular cluster, C27H71B3F12N4O9 overall at a distorted geometry, with properties calculated with wB97M-V/def2-TZVPD.

Values from the calculation:
relative energy (zero: lowest compared OMol25 entry of this formula, charge and spin)	79.6	kcal per mole
orbital gap	0.316	Ha
DFT total energy	-88188.6025	eV
E_HOMO	-8.961	eV
LUMO energy	-0.36	eV

```
! wB97M-V def2-TZVPD RIJCOSX def2/J DEFGRID3
* xyz 0 1
C -1.769 -1.622 1.117
C -0.630 -0.659 0.811
C 0.613 -1.030 1.766
O -0.291 -0.532 -0.527
H -2.221 -1.636 2.109
H -1.386 -2.615 0.881
H -2.607 -1.450 0.442
H -1.056 0.286 1.148
H 1.597 -0.598 1.580
H 0.803 -2.099 1.671
H 0.381 -0.875 2.819
C 1.265 4.542 6.421
O 1.293 3.177 6.033
C 1.616 2.941 4.686
C 1.426 1.402 4.216
N 0.143 0.921 4.902
H 0.058 -0.071 4.730
H 0.292 1.072 5.889
C -1.199 1.530 4.473
C -2.386 0.618 5.035
O -2.074 -0.729 4.592
C -2.669 -1.752 5.334
H 1.284 4.678 7.503
H 0.363 5.006 6.022
H 2.169 5.063 6.105
H 2.688 3.079 4.546
H 1.145 3.619 3.974
H 2.222 0.690 4.435
H 1.159 1.323 3.162
H -1.313 1.718 3.406
H -1.267 2.557 4.832
H -3.325 0.955 4.596
H -2.413 0.838 6.103
H -3.755 -1.755 5.424
H -2.272 -1.827 6.347
H -2.342 -2.660 4.829
C 1.574 -1.588 -4.833
O 1.848 -1.108 -3.490
C 3.061 -0.336 -3.399
C 3.190 0.307 -2.051
N 1.891 1.081 -1.694
H 1.135 0.487 -1.384
H 2.036 1.485 -0.780
C 1.283 2.085 -2.650
C 2.161 3.316 -2.764
O 3.371 3.002 -3.429
C 4.519 3.825 -3.138
H 2.105 -2.532 -4.952
H 1.838 -0.870 -5.610
H 0.547 -1.951 -4.799
H 3.192 0.485 -4.104
H 3.848 -1.032 -3.690
H 4.072 0.947 -2.052
H 3.318 -0.440 -1.267
H 0.349 2.416 -2.194
H 1.076 1.553 -3.578
H 2.315 3.689 -1.751
H 1.686 4.151 -3.279
H 4.594 4.875 -3.419
H 5.498 3.507 -3.497
H 4.713 3.812 -2.066
C -5.693 2.374 -4.018
O -5.360 1.633 -2.831
C -4.581 0.495 -3.021
C -3.815 0.129 -1.758
N -2.724 1.121 -1.326
H -1.978 0.734 -0.766
H -2.180 1.504 -2.086
C -3.141 2.187 -0.395
C -1.959 3.084 0.037
O -1.239 3.687 -1.038
C -0.447 4.753 -0.501
H -6.241 1.841 -4.795
H -4.848 2.823 -4.541
H -6.358 3.196 -3.754
H -3.830 0.531 -3.810
H -5.291 -0.291 -3.277
H -3.224 -0.764 -1.961
H -4.387 -0.095 -0.858
H -3.579 1.722 0.489
H -3.933 2.769 -0.865
H -1.233 2.588 0.681
H -2.437 3.885 0.600
H -0.062 5.456 -1.240
H 0.353 4.281 0.070
H -1.009 5.386 0.185
C 4.583 -3.786 -1.813
O 3.228 -3.426 -1.660
C 2.633 -3.556 -0.370
C 1.193 -4.053 -0.538
N 0.457 -3.130 -1.495
H 0.378 -2.189 -1.137
H 1.088 -2.952 -2.263
C -0.886 -3.500 -2.074
C -0.753 -4.857 -2.822
O 0.312 -4.701 -3.796
C -0.084 -4.927 -5.140
H 4.888 -3.468 -2.810
H 4.749 -4.843 -1.605
H 5.116 -3.141 -1.114
H 2.587 -2.560 0.072
H 3.135 -4.281 0.271
H 0.735 -4.111 0.450
H 1.235 -4.988 -1.098
H -1.183 -2.670 -2.715
H -1.688 -3.469 -1.336
H -1.722 -5.182 -3.202
H -0.530 -5.713 -2.185
H -0.047 -5.981 -5.415
H 0.714 -4.492 -5.742
H -1.016 -4.442 -5.430
B 1.877 -1.297 6.296
F 2.995 -0.455 6.390
F 1.533 -1.662 5.031
F 2.112 -2.428 6.958
F 0.800 -0.703 6.912
B -5.138 -3.344 -1.390
F -4.000 -3.308 -2.199
F -5.707 -4.554 -1.326
F -4.779 -3.181 -0.137
F -6.176 -2.447 -1.709
B 3.169 2.702 1.081
F 3.003 3.988 1.657
F 3.707 1.823 1.968
F 1.920 2.226 0.706
F 3.991 2.760 -0.034
*
```

These are the Löwdin partial charges, in e, on atoms 1 to 4: atom 1 (C): -0.045, atom 2 (C): -0.572, atom 3 (C): -0.018, atom 4 (O): -0.301